No. 1
A molecular structure, C55H41BrIrN3O2P2S in a non-equilibrium geometry. Source: the Open Molecules 2025 dataset; level of theory: ωB97M-V with the def2-TZVPD basis set.

As for the HOMO energy (spin up / spin down): -0.5782 / -0.5782 Eh. The energy comes out at -6193.668716 a.u. As for the expectation value of S²: 0.78. The multiplicity is 2. Its charge is +3. The relative energy (zero: lowest compared OMol25 entry of this formula, charge and spin) comes out at 55.8 kcal per mole. The HOMO-LUMO gap (spin up / spin down) is 6.884 / 5.223 eV.

Cartesian coordinates (Å):
Ir  -0.20720  -0.09852  -0.77575
Br  1.80076  0.18257  6.37450
C  0.97850  0.00202  4.74644
C  -0.39649  -0.28795  4.66475
C  -0.97617  -0.43194  3.44279
C  -0.22984  -0.28486  2.21973
O  -0.88785  -0.41807  1.14580
C  1.18409  0.00929  2.31734
C  2.10168  0.04446  1.19027
N  1.76983  -0.06635  -0.03942
C  2.72266  -0.21866  -1.10130
C  4.05848  -0.46539  -0.93378
C  4.89992  -0.59164  -2.05889
C  4.39459  -0.46557  -3.32293
C  3.01684  -0.21573  -3.52035
C  2.43219  -0.05763  -4.80332
C  1.12564  0.31066  -4.89796
C  0.36085  0.44526  -3.72088
N  0.82005  0.06969  -2.54522
C  2.18076  -0.12054  -2.39851
C  1.74723  0.14152  3.56267
H  -0.97390  -0.39895  5.57256
H  -2.02745  -0.66797  3.33973
H  3.15376  0.14231  1.45371
H  4.49222  -0.57849  0.05057
H  5.95274  -0.78577  -1.90982
H  5.04267  -0.55442  -4.18517
H  3.03648  -0.21704  -5.68755
H  0.65267  0.50057  -5.85105
H  -0.71625  0.40023  -3.80736
H  2.80636  0.34440  3.66211
O  -2.69919  0.73229  -3.08936
C  -3.30288  -0.40533  -3.58189
C  -4.13194  -0.41815  -4.69100
C  -4.66756  -1.62917  -5.10513
C  -4.37089  -2.80845  -4.42872
C  -3.50685  -2.78419  -3.34903
C  -2.95724  -1.57108  -2.92261
P  -1.75352  -1.60836  -1.57854
C  -2.60084  -2.45796  -0.23651
C  -3.53039  -1.72620  0.50511
C  -4.30460  -2.35921  1.46098
C  -4.15245  -3.72529  1.68240
C  -3.23237  -4.45475  0.94493
C  -2.45504  -3.82547  -0.01952
C  -0.38087  -2.62504  -2.12400
C  0.51898  -3.02872  -1.12883
C  1.70370  -3.66506  -1.48912
C  1.98542  -3.89729  -2.82446
C  1.08562  -3.49674  -3.81327
C  -0.09062  -2.85613  -3.47134
C  -3.43557  1.77125  -2.57417
C  -4.73585  2.08278  -2.92920
C  -5.32370  3.21849  -2.39112
C  -4.63031  4.02967  -1.50464
C  -3.36032  3.66466  -1.09864
C  -2.74969  2.51684  -1.61948
P  -1.16627  2.01297  -0.90070
C  -1.25058  2.72785  0.76198
C  -0.70789  3.97358  1.08763
C  -0.95833  4.54206  2.32874
C  -1.77206  3.89465  3.24470
C  -2.35707  2.67947  2.91171
C  -2.10180  2.10158  1.67991
C  0.11782  2.88480  -1.82898
C  0.03616  2.94516  -3.22075
C  1.04698  3.56819  -3.93965
C  2.19058  4.03350  -3.29994
C  2.32233  3.86942  -1.92998
C  1.30018  3.28223  -1.19766
H  -4.33517  0.48771  -5.24419
H  -5.32033  -1.65189  -5.96721
H  -4.80365  -3.74418  -4.75345
H  -3.25898  -3.70587  -2.83614
H  -3.65951  -0.66373  0.32350
H  -5.03847  -1.79740  2.02365
H  -4.76490  -4.22231  2.42284
H  -3.12352  -5.51820  1.10978
H  -1.74865  -4.40618  -0.59819
H  0.30519  -2.89482  -0.07118
H  2.38309  -4.00541  -0.71862
H  2.89358  -4.41467  -3.10521
H  1.30151  -3.70370  -4.85330
H  -0.78912  -2.55523  -4.24242
H  -5.30051  1.46927  -3.61203
H  -6.33632  3.46955  -2.67669
H  -5.08724  4.92413  -1.10634
H  -2.85363  4.26667  -0.35781
H  -0.13075  4.53556  0.37012
H  -0.53320  5.50787  2.56624
H  -1.97419  4.34976  4.20510
H  -3.02813  2.19324  3.60777
H  -2.58571  1.16874  1.42190
H  -0.94787  2.91828  -3.68233
H  0.96337  3.65235  -5.01574
H  2.96908  4.52318  -3.86913
H  3.22032  4.20377  -1.42766
H  1.43042  3.14277  -0.13356
S  1.90287  -4.41319  4.05580
C  0.22362  -4.12445  4.06685
C  -0.13847  -3.46704  2.93475
N  0.88574  -3.17832  2.06363
C  2.01132  -3.63374  2.54558
H  -0.40213  -4.46424  4.87563
H  -1.15013  -3.18845  2.67359
H  2.96162  -3.54328  2.03800

Cartesian forces, eV/Å:
-0.03 -0.52 -0.09
0.05 0.02 0.13
0.18 0.06 -0.39
-0.13 -0.01 -0.07
0.03 -0.02 0.14
-0.16 -0.02 -0.14
0.25 -0.02 -0.01
0.18 0.06 -0.16
-0.01 -0.02 0.26
-0.03 0.27 -0.38
-0.17 0.12 0.29
0.18 -0.02 -0.15
-0.06 0.01 0.15
-0.07 -0.02 -0.03
0.09 -0.08 -0.04
0.02 0.15 0.02
0.20 0.40 0.02
-0.39 -2.56 -0.47
0.33 0.87 0.31
-0.24 0.09 -0.03
-0.16 0.00 0.29
0.00 0.00 0.00
-0.01 0.00 -0.01
-0.01 -0.09 0.00
0.01 0.00 0.01
0.00 0.00 0.00
0.00 0.01 -0.01
0.01 0.03 -0.01
-0.01 -0.05 -0.01
-0.02 0.82 0.04
0.01 -0.02 -0.01
-0.03 0.21 -0.43
-0.01 0.03 0.09
0.06 -0.09 -0.11
0.02 0.00 0.03
0.01 0.02 0.01
-0.01 0.00 -0.04
0.12 -0.23 0.02
-0.48 0.27 0.04
-0.06 0.05 -0.02
-0.01 -0.01 0.01
0.00 -0.01 0.02
0.00 0.00 0.01
0.01 0.01 0.00
0.01 0.00 0.04
-0.04 -0.14 0.14
0.12 0.11 0.03
0.00 0.02 -0.03
0.00 -0.02 0.02
-0.01 0.02 -0.01
0.00 -0.02 -0.01
0.08 -0.11 0.22
-0.05 0.09 -0.05
0.01 -0.02 0.00
0.05 -0.01 0.00
-0.07 0.01 0.01
-0.14 -0.19 0.26
0.68 0.10 -0.09
-0.22 -0.03 0.07
0.01 -0.04 -0.01
0.01 0.02 0.00
0.00 0.00 0.03
0.00 -0.01 -0.02
-0.02 0.08 -0.03
0.39 -0.36 0.25
-0.85 2.15 0.26
0.39 -0.28 -0.10
-0.07 -0.21 -0.15
0.02 -0.02 0.09
0.06 -0.26 -0.12
0.01 0.02 0.03
0.00 -0.01 0.00
0.00 0.00 0.00
0.00 0.00 0.00
-0.01 0.00 -0.02
-0.01 0.00 0.00
-0.01 0.00 0.00
0.00 -0.01 0.00
0.00 -0.01 -0.01
-0.04 -0.04 -0.03
0.01 0.01 0.00
0.00 0.00 0.00
0.00 -0.01 0.00
-0.01 0.00 0.00
0.03 -0.01 -0.02
0.00 0.01 0.00
-0.01 0.01 0.00
0.00 0.00 -0.02
0.04 0.00 -0.03
0.00 0.00 0.00
-0.01 0.00 0.00
-0.02 0.00 0.00
-0.03 0.03 -0.01
0.11 -0.77 -0.15
-0.10 0.18 0.02
0.01 -0.01 0.00
-0.02 0.04 0.02
0.00 0.00 0.05
0.03 -0.02 0.01
-0.04 -0.02 0.02
0.00 -0.03 -0.07
0.05 0.01 0.18
0.03 0.04 -0.03
-0.01 -0.01 0.00
-0.02 -0.02 -0.01
0.00 0.01 -0.01

No. 2
A molecular structure, C55H41BrIrN3O2P2S in a non-equilibrium geometry. Source: the Open Molecules 2025 dataset; level of theory: ωB97M-V with the def2-TZVPD basis set.

As for the HOMO energy (spin up / spin down): -0.5439 / -0.5474 Eh. The energy comes out at -6193.546327 a.u. As for the expectation value of S²: 1.15. The multiplicity is 2. Its charge is +3. The relative energy (zero: lowest compared OMol25 entry of this formula, charge and spin) comes out at 132.6 kcal per mole. The HOMO-LUMO gap (spin up / spin down) is 4.211 / 4.351 eV.

Cartesian coordinates (Å):
Ir  -0.45768  0.27995  -0.23946
Br  6.40426  -1.20966  2.19572
C  4.74583  -0.49654  1.65617
C  4.58727  0.89947  1.52503
C  3.38316  1.41404  1.14022
C  2.26802  0.59053  0.83903
O  1.20892  1.17948  0.39711
C  2.42570  -0.83448  1.02873
C  1.38236  -1.77508  0.92337
N  0.13509  -1.51915  0.59366
C  -0.90297  -2.45006  0.57970
C  -0.91162  -3.67544  1.22513
C  -2.00832  -4.52386  1.09902
C  -3.12435  -4.15609  0.34913
C  -3.16059  -2.93562  -0.30179
C  -4.31068  -2.45713  -1.03631
C  -4.22176  -1.33840  -1.75831
C  -2.93988  -0.57285  -1.84926
N  -2.00033  -0.86359  -0.79764
C  -2.03785  -2.06376  -0.20101
C  3.69032  -1.33085  1.41574
H  5.42715  1.55078  1.72675
H  3.24910  2.48330  1.03427
H  1.66429  -2.80281  1.15249
H  -0.07592  -3.98191  1.84066
H  -1.99300  -5.48491  1.59513
H  -3.97484  -4.82196  0.27958
H  -5.23005  -3.02590  -0.97758
H  -5.06170  -0.96281  -2.32983
H  -3.13563  0.49690  -1.82479
H  3.83076  -2.39713  1.54450
O  -1.95955  2.51522  -1.86772
C  -3.02625  3.13635  -1.25917
C  -4.03684  3.83894  -1.90312
C  -5.02964  4.44233  -1.14558
C  -5.02179  4.35837  0.23933
C  -4.06458  3.58286  0.86906
C  -3.08351  2.93735  0.11937
P  -1.96182  1.78591  0.98176
C  -1.16223  2.91063  2.14177
C  -0.27672  3.83075  1.57612
C  0.24363  4.84919  2.35383
C  -0.11502  4.94449  3.69507
C  -0.98727  4.02345  4.25565
C  -1.51132  2.99469  3.48548
C  -3.06992  0.63045  1.81262
C  -2.55833  -0.16024  2.84554
C  -3.36660  -1.10422  3.45897
C  -4.67399  -1.28742  3.02614
C  -5.17436  -0.52340  1.97924
C  -4.37483  0.42460  1.36083
C  -1.40536  2.86125  -3.06479
C  -1.60229  4.05705  -3.74128
C  -1.00169  4.24910  -4.97611
C  -0.21958  3.25778  -5.55279
C  0.05156  2.10636  -4.83832
C  -0.51918  1.90864  -3.57857
P  0.09367  0.52500  -2.56602
C  1.85315  0.51309  -2.95507
C  2.44053  -0.32487  -3.90441
C  3.78611  -0.17740  -4.20164
C  4.53701  0.80935  -3.57930
C  3.94527  1.66168  -2.65457
C  2.60951  1.50799  -2.33008
C  -0.74814  -0.95520  -3.16374
C  -2.22088  -0.83415  -3.33796
C  -2.82758  -2.00664  -4.00975
C  -2.16705  -3.18047  -4.15301
C  -0.84077  -3.30139  -3.69856
C  -0.14130  -2.18182  -3.22564
H  -4.07787  3.90534  -2.98020
H  -5.81857  4.98622  -1.64732
H  -5.77121  4.87342  0.82414
H  -4.07247  3.46270  1.94567
H  -0.00712  3.74105  0.52864
H  0.91617  5.57681  1.91937
H  0.28934  5.74261  4.30325
H  -1.26982  4.11379  5.29608
H  -2.19341  2.27783  3.92431
H  -1.52774  -0.02995  3.15495
H  -2.98232  -1.69977  4.27709
H  -5.30358  -2.03117  3.49654
H  -6.19727  -0.66084  1.65353
H  -4.77679  1.01214  0.54471
H  -2.18825  4.85138  -3.30559
H  -1.13988  5.19140  -5.48889
H  0.21039  3.39719  -6.53479
H  0.72234  1.36108  -5.24584
H  1.85503  -1.05754  -4.44209
H  4.24095  -0.82467  -4.93946
H  5.58364  0.92963  -3.82432
H  4.52453  2.45516  -2.20216
H  2.13852  2.16370  -1.60659
H  -2.45769  0.07432  -3.90207
H  -3.83254  -1.88967  -4.39554
H  -2.64830  -4.02294  -4.63231
H  -0.33474  -4.25700  -3.76750
H  0.90319  -2.28207  -2.95991
S  1.90345  -0.49278  5.55256
C  2.09459  1.13063  5.05513
C  1.37771  1.36500  3.92425
N  0.68635  0.28387  3.44212
C  0.87076  -0.75227  4.20625
H  2.70295  1.82053  5.61729
H  1.31074  2.31201  3.40797
H  0.41423  -1.71743  4.02681

Cartesian forces, eV/Å:
0.87 -0.76 0.14
-0.15 0.14 -0.07
-0.07 -0.57 0.04
-0.22 0.00 -0.06
-0.04 0.20 -0.10
0.35 -0.28 0.17
-0.19 0.13 0.13
-0.83 0.11 -0.27
0.86 0.07 0.33
-0.33 0.93 -0.82
-0.06 -0.37 0.04
0.12 0.08 0.07
0.04 0.01 -0.01
-0.06 0.15 -0.12
0.08 -0.15 0.11
-0.04 0.14 -0.13
-0.06 -0.13 0.07
-0.33 0.01 0.35
-0.26 -0.32 0.09
-0.08 -0.21 0.07
0.77 0.00 0.28
-0.02 0.03 0.02
-0.01 -0.01 -0.01
-0.12 -0.02 -0.01
0.01 0.00 -0.02
0.00 0.01 0.03
-0.01 0.01 0.04
-0.03 0.05 -0.04
-0.01 0.03 0.04
0.11 0.01 -0.17
-0.08 -0.01 0.00
-0.24 0.07 -0.31
-0.19 0.12 0.31
0.06 -0.11 -0.14
-0.02 -0.02 0.02
-0.03 0.01 0.13
-0.01 0.00 -0.13
0.21 -0.30 -0.05
0.06 0.79 -1.05
0.14 -0.26 0.02
0.01 -0.11 0.01
0.01 -0.01 0.01
0.01 0.00 0.01
0.00 0.04 0.09
-0.07 -0.02 -0.10
0.24 -0.16 -0.03
0.06 0.01 -0.04
-0.05 -0.11 -0.03
0.03 -0.02 -0.04
-0.01 -0.06 -0.01
-0.01 0.05 0.00
0.06 -0.02 -0.11
0.01 0.11 0.10
0.01 -0.05 0.04
0.12 -0.09 -0.10
-0.05 0.11 -0.01
-0.01 -0.36 0.15
-0.64 1.28 0.79
-0.11 -0.34 0.34
-0.04 0.06 0.06
0.00 -0.05 -0.10
0.00 0.06 0.05
0.02 0.00 -0.07
-0.11 0.01 0.04
-0.32 -0.08 0.21
0.58 -0.42 -0.64
0.11 0.51 0.22
-0.03 -0.48 -0.20
-0.35 0.37 0.01
0.27 0.13 0.05
0.07 0.04 0.00
0.03 0.03 -0.01
-0.02 -0.02 -0.02
-0.07 0.03 0.01
0.01 0.06 0.01
0.01 -0.01 0.00
-0.02 0.01 0.00
0.02 -0.04 0.00
-0.01 0.04 0.02
-0.02 0.05 0.07
0.02 0.02 0.00
-0.01 0.04 0.06
0.01 0.00 -0.03
-0.02 0.04 0.05
-0.03 -0.02 0.01
-0.06 -0.01 -0.02
0.01 0.03 0.02
0.06 0.06 -0.03
0.06 -0.02 -0.03
0.02 0.02 0.00
0.00 -0.02 -0.02
0.00 -0.03 0.05
0.07 0.01 -0.03
-0.05 0.01 0.03
-0.07 -0.11 0.13
0.02 0.00 0.02
0.00 -0.02 0.00
-0.02 -0.05 -0.02
-0.19 0.04 -0.27
0.02 0.01 0.03
0.09 -0.06 0.12
-0.15 -0.01 -0.16
0.25 -0.04 0.30
0.00 0.00 -0.01
0.03 0.00 0.00
0.00 0.00 0.03